Record 1
Entry from the Open Molecules 2025 dataset: an isolated molecule of C21H28N2O4S (ωB97M-V/def2-TZVPD).

For the relative energy (zero: lowest compared OMol25 entry of this formula, charge and spin), the calculation gives 1756.1 kJ/mol. As for the LUMO energy: 0.40 eV. The highest occupied orbital energy comes out at -7.33 eV. The value obtained for the HOMO-LUMO gap is 0.2839 Eh. The SMILES is COc1ccc(CCNC(=S)NCCc2ccc(OC)c(OC)c2)cc1OC.

ORCA input file:
```
! wB97M-V def2-TZVPD RIJCOSX def2/J DEFGRID3
* xyz 0 1
C 4.4489 1.9064 3.6617
H 5.2947 1.3892 4.0904
O 3.3687 0.8266 3.6618
C 2.2944 1.2540 3.1222
C 2.2216 2.4325 2.3394
C 0.8211 2.7445 1.9352
C -0.2385 1.9389 2.1361
C 0.0896 0.4653 2.7963
C 1.3242 0.2345 3.3880
O 1.5886 -0.7886 4.0056
C 0.4701 -1.8822 4.4383
H 0.2381 -2.3022 3.4704
H 1.2094 -2.5019 4.7526
H -0.3438 -1.3758 4.9067
H -0.6962 -0.2202 2.8970
C -1.6001 2.0045 1.4672
H -1.7926 3.0854 1.2042
H -2.3515 1.4780 1.9892
C -1.5755 1.1219 -0.0837
N -1.0229 -0.0113 0.0818
C -1.5304 -1.2159 0.3597
N -1.0525 -2.2690 0.7594
H -1.6719 -3.1559 0.7419
C 0.2957 -2.5502 0.3366
H 1.1318 -2.0806 0.4604
H 0.6799 -3.5182 0.7743
C 0.6682 -2.8952 -1.3576
C 0.1131 -2.0110 -2.1284
C 1.1135 -0.7886 -2.3969
C 0.7219 0.2871 -3.2469
C -0.5784 0.2759 -3.6016
C -1.3945 -0.6526 -3.3087
C -1.1690 -1.7264 -2.5843
H -1.7460 -2.3864 -2.3689
O -2.7235 -0.2788 -3.7095
C -3.9653 -1.3130 -3.2189
H -3.7492 -1.3689 -2.2500
H -4.9203 -0.5774 -3.5720
H -3.7252 -2.2133 -3.6530
O -1.0961 1.4470 -4.1534
C -0.2070 2.6076 -4.7791
H -0.8244 3.3150 -5.0638
H 0.7358 2.1175 -5.2886
H 0.4375 3.0711 -3.8609
H 1.5813 0.8696 -3.3655
H 2.1293 -0.9947 -2.3279
H 1.5982 -3.2231 -1.5466
H -0.0802 -3.7686 -1.6477
S -3.2596 -1.3091 0.5141
H 0.0672 -0.0990 0.1610
H -2.5268 1.1060 -0.4441
H -0.8998 1.7983 -0.7045
H 0.5564 3.4075 1.1841
H 2.7511 3.2717 2.2757
H 4.7381 2.1410 2.5453
H 4.0526 2.8808 4.2062
*
```

=====

Record 2
Entry from the Open Molecules 2025 dataset: an isolated molecule of C21H28N2O6S2 (ωB97M-V/def2-TZVPD).

For the relative energy (zero: lowest compared OMol25 entry of this formula, charge and spin), the calculation gives 0.0 kJ/mol. As for the LUMO energy: -0.42 eV. The highest occupied orbital energy comes out at -9.08 eV. The value obtained for the HOMO-LUMO gap is 0.3184 Eh. The SMILES is CC(C)(CO)NS(=O)(=O)c1ccc2c(c1)Cc1cc(S(=O)(=O)NC(C)(C)CO)ccc1-2.

ORCA input file:
```
! wB97M-V def2-TZVPD RIJCOSX def2/J DEFGRID3
* xyz 0 1
C 3.5913 -2.3187 -0.8633
H 2.8378 -2.9834 -1.2812
H 3.1148 -1.6333 -0.1676
H 4.0308 -1.7365 -1.6690
C 4.6865 -3.1198 -0.1503
N 4.1279 -4.1475 0.7249
S 3.2283 -3.9799 2.1042
O 2.8075 -5.3152 2.4043
O 3.9880 -3.2668 3.0971
C 1.7755 -3.0147 1.6922
C 0.8067 -3.6231 0.9131
C -0.3303 -2.9236 0.5455
C -0.4666 -1.6115 0.9779
C 0.5187 -1.0108 1.7812
C 1.6495 -1.7133 2.1460
H 2.4218 -1.2813 2.7614
C 0.1286 0.3963 2.1201
C -1.1898 0.5461 1.4226
C -2.0355 1.6358 1.3739
C -3.2090 1.5137 0.6514
C -3.5583 0.3462 -0.0035
C -2.7143 -0.7506 0.0411
C -1.5281 -0.6445 0.7551
H -2.9753 -1.6671 -0.4647
H -4.4948 0.3163 -0.5363
S -4.3433 2.8888 0.5686
O -5.6315 2.4597 1.0245
O -3.7380 4.0233 1.2229
N -4.5223 3.1157 -1.0654
H -5.5007 3.2028 -1.2915
C -3.6471 3.9369 -1.8999
C -3.9870 3.5999 -3.3557
H -3.2881 4.0895 -4.0277
H -3.9281 2.5254 -3.5084
H -4.9936 3.9324 -3.5988
C -2.1987 3.5638 -1.5965
H -1.5361 4.1359 -2.2404
H -2.0406 2.5019 -1.7689
H -1.9570 3.7980 -0.5643
C -3.8831 5.4517 -1.6617
O -3.2013 5.9960 -0.5738
H -3.4027 5.4702 0.2219
H -4.9703 5.6162 -1.5698
H -3.5292 6.0067 -2.5356
H -1.8174 2.5660 1.8746
H 0.0342 0.5407 3.1983
H 0.8652 1.1179 1.7608
H -1.0921 -3.3899 -0.0596
H 0.9516 -4.6512 0.6203
H 3.7842 -4.9509 0.2238
C 5.5571 -3.8525 -1.1762
H 4.9423 -4.4977 -1.8000
H 6.2986 -4.4627 -0.6679
H 6.0689 -3.1387 -1.8155
C 5.5831 -2.1661 0.6718
O 4.8805 -1.3083 1.5227
H 4.5982 -1.8409 2.2892
H 6.1245 -1.5226 -0.0278
H 6.3080 -2.7706 1.2302
*
```

=====

Record 3
Entry from the Open Molecules 2025 dataset: a cluster of 2 separate species, C21H28N3 in total (ωB97M-V/def2-TZVPD).

For the relative energy (zero: lowest compared OMol25 entry of this formula, charge and spin), the calculation gives 0.0 kJ/mol. As for the LUMO energy: -3.60 eV. The highest occupied orbital energy comes out at -10.22 eV. The value obtained for the HOMO-LUMO gap is 0.2434 Eh.

ORCA input file:
```
! wB97M-V def2-TZVPD RIJCOSX def2/J DEFGRID3
* xyz 1 1
C -1.9721 -1.8966 -2.9188
N -1.9011 -0.4351 -2.9611
C -2.7868 0.2220 -3.9257
C -0.9631 0.2156 -2.3107
C -0.8065 1.6449 -2.4354
C -1.8752 2.5710 -2.2572
C -1.6826 3.9135 -2.5745
C -0.4677 4.3627 -3.1147
C -0.2827 5.8106 -3.4996
C 0.5834 3.4482 -3.2774
C 0.4361 2.1245 -2.9044
H -2.9195 -2.1724 -3.3878
H -1.1381 -2.3429 -3.4796
H -1.9320 -2.2606 -1.8882
H -3.3023 -0.5997 -4.4371
H -3.5214 0.8610 -3.4251
H -2.2189 0.8231 -4.6487
H -0.1401 -0.4055 -1.9404
H -2.8493 2.2091 -1.9156
H -2.5108 4.6198 -2.4452
H 0.7221 5.9606 -3.9032
H -1.0064 6.1287 -4.2585
H -0.4156 6.4734 -2.6363
H 1.5137 3.7932 -3.7365
H 1.2429 1.3968 -3.0599
C -0.3378 -0.7411 4.8585
C -0.6034 0.0318 3.5649
C -0.0066 -0.5887 2.3460
C 1.0001 -1.5754 2.4670
N 1.4312 -1.9807 3.7000
C 1.0844 -1.2783 4.9110
C 2.5947 -2.8123 3.8862
C 2.7234 -3.8465 2.7784
C 2.5882 -3.2101 1.3922
C 1.5311 -2.1534 1.2904
C 1.0426 -1.6867 0.0615
N 0.0830 -0.7592 -0.0427
C -0.4095 -0.2072 1.0610
H -0.4760 -0.0877 5.7259
H -1.0250 -1.5938 4.9422
H -1.6847 0.1358 3.4212
H -0.1877 1.0456 3.6887
H 1.8162 -0.4659 5.0945
H 1.1932 -2.0080 5.7258
H 3.5036 -2.1795 3.9548
H 2.4649 -3.3024 4.8616
H 3.7048 -4.3208 2.8874
H 1.9456 -4.6056 2.9330
H 3.5662 -2.7647 1.1401
H 2.3880 -3.9972 0.6564
H 1.4282 -2.0771 -0.8787
H -1.1646 0.5632 0.9144
*
```

=====

Record 4
Entry from the Open Molecules 2025 dataset: a structure of composition C21H28N3O2Sr (ωB97M-V/def2-TZVPD).

As for the LUMO energy (alpha / beta): 1.70 / 1.30 eV. The highest occupied orbital energy (alpha / beta) comes out at -3.01 / -2.45 eV. The value obtained for the HOMO-LUMO gap (alpha / beta) is 0.1734 / 0.1379 Eh.

ORCA input file:
```
! wB97M-V def2-TZVPD RIJCOSX def2/J DEFGRID3
* xyz -1 1
O -0.2896 0.8321 -0.5235
C 0.6406 0.9976 -1.6246
C -0.1466 2.1017 -2.2970
H 0.6134 -0.0145 -2.1113
H 1.7249 1.1034 -1.4126
C -1.1910 1.7398 -1.2112
H -0.5391 1.9704 -3.2933
H 0.1290 3.1524 -2.1868
C -2.3603 1.1032 -2.0249
H -1.9493 0.4392 -2.8186
H -2.7481 1.9784 -2.5711
H -3.1806 0.5786 -1.4908
C -1.4279 3.0107 -0.4260
H -0.4497 3.4570 -0.2279
H -1.9809 2.9799 0.5171
H -1.9622 3.7175 -1.0779
Sr 1.3128 -2.4934 0.7354
C 1.0933 1.2023 3.4000
C 2.3665 0.5605 3.3820
C 2.9313 0.7171 2.0868
H 2.8760 0.1010 4.2192
C 1.9991 1.4378 1.2972
C 0.8711 1.7444 2.1086
H 0.0165 2.3333 1.8210
H 0.4057 1.2744 4.2353
H 3.9333 0.4073 1.7941
H 2.1711 1.7965 0.2878
C -1.9159 -0.5092 3.7777
C -2.1202 0.6700 3.0018
C -2.2708 0.2673 1.6442
H -2.1673 1.6896 3.3832
C -2.0823 -1.1457 1.5641
C -1.9425 -1.6276 2.8957
H -1.9294 -2.6763 3.1730
H -1.7655 -0.5109 4.8566
H -2.5352 0.9238 0.8243
H -2.1706 -1.7605 0.6609
O 0.2010 -1.7757 -2.7179
C -0.0071 -0.9486 -3.9179
C 0.5878 -1.5776 -5.1731
H 0.5600 -0.0086 -3.9506
H -1.0736 -0.6796 -4.0873
C 1.5000 -2.6493 -4.5820
H 1.2273 -0.8859 -5.7643
H -0.2652 -1.9228 -5.7614
C 1.3374 -2.6246 -3.0415
H 2.5497 -2.3910 -4.7437
H 1.2333 -3.6112 -5.0297
H 2.2370 -2.1913 -2.5485
H 1.2298 -3.6412 -2.6216
N 1.2904 -2.0765 3.2014
C 1.1766 -2.0512 4.4022
N 1.1143 -2.2067 5.6598
C 0.7316 -1.4513 6.6677
N 0.4102 -0.8562 7.6401
*
```

=====

Record 5
Entry from the Open Molecules 2025 dataset: an isolated molecule of C21H28N4 (ωB97M-V/def2-TZVPD).

For the relative energy (zero: lowest compared OMol25 entry of this formula, charge and spin), the calculation gives 0.0 kJ/mol. As for the LUMO energy: 0.78 eV. The highest occupied orbital energy comes out at -7.65 eV. The value obtained for the HOMO-LUMO gap is 0.3097 Eh. The SMILES is CCn1ccnc1CN1CCc2c([nH]c3ccccc23)[C@@H]1CC(C)C.

ORCA input file:
```
! wB97M-V def2-TZVPD RIJCOSX def2/J DEFGRID3
* xyz 0 1
C -2.8412 -3.8360 0.1205
H -2.2438 -4.7227 0.3143
H -3.6989 -4.1183 -0.4865
H -3.2059 -3.4472 1.0681
C -1.9973 -2.7861 -0.5995
N -2.7610 -1.5971 -0.8752
C -2.8856 -0.4968 -0.0884
N -3.6717 0.3974 -0.6368
C -4.0870 -0.1377 -1.8144
C -3.5344 -1.3733 -1.9795
H -3.6145 -2.0901 -2.7711
H -4.7496 0.4025 -2.4601
C -2.1857 -0.3355 1.2191
N -0.7524 -0.4698 1.0326
C 0.0238 -0.7625 2.2250
H 0.2715 0.1484 2.7908
H -0.5688 -1.4087 2.8771
C 1.3181 -1.4840 1.8258
C 1.9256 -0.7775 0.6600
C 1.2312 0.1332 -0.0825
N 2.0244 0.6161 -1.0912
C 3.2492 0.0130 -1.0151
C 4.3798 0.1681 -1.8046
C 5.4910 -0.5839 -1.4862
C 5.4820 -1.4716 -0.4073
C 4.3642 -1.6314 0.3807
C 3.2252 -0.8843 0.0836
H 4.3645 -2.3194 1.2133
H 6.3746 -2.0411 -0.1926
H 6.3878 -0.4864 -2.0803
H 4.3873 0.8552 -2.6384
H 1.7500 1.3043 -1.7707
C -0.1605 0.5815 0.2136
H -0.7516 0.6322 -0.7086
C -0.1261 1.9927 0.8610
H -0.8739 2.0492 1.6540
H 0.8540 2.1391 1.3218
C -0.3928 3.1215 -0.1417
C 0.2094 4.4318 0.3643
H 0.0012 5.2403 -0.3329
H -0.2173 4.6954 1.3298
H 1.2884 4.3453 0.4774
C -1.8903 3.2938 -0.3855
H -2.0654 4.0056 -1.1893
H -2.3686 2.3527 -0.6482
H -2.3722 3.6730 0.5134
H 0.0916 2.8707 -1.0931
H 2.0093 -1.5067 2.6711
H 1.0941 -2.5202 1.5519
H -2.4963 0.6317 1.6423
H -2.5110 -1.1231 1.9067
H -1.6354 -3.1893 -1.5498
H -1.1394 -2.4943 0.0111
*
```

=====

Number 1: F_max 14.00 eV/A. Number 2: F_max 0.91 eV/A. Number 3: F_max 2.59 eV/A. Number 4: F_max 2.92 eV/A. Number 5: F_max 0.70 eV/A.